C43H50GeIrN6O2 as an isolated structure. Source: the Open Molecules 2025 dataset; level of theory: ωB97M-V/def2-TZVPD.

Last column: Mulliken spin population.
Cartesian coordinates (Å):
Ir1 -1.485 0.024 -0.025  2.46
C1 0.651 1.618 2.072  -0.07
N1 0.040 1.047 3.239  0.01
C2 0.471 1.515 4.541  0.00
C3 -0.533 0.864 5.495  0.00
N2 -1.517 0.240 4.623  0.01
C4 -2.892 0.347 5.057  0.00
C5 -1.112 0.338 3.306  0.01
N3 -1.651 -0.267 2.288  0.15
C6 -2.672 -1.278 2.501  0.01
C7 -2.512 -2.394 1.461  0.01
N4 -2.789 -1.864 0.139  0.12
C8 -3.022 -2.631 -0.899  0.06
N5 -3.626 -2.160 -2.013  0.01
C9 -4.011 -0.806 -2.296  0.06
C10 -3.666 -3.150 -3.068  0.00
C11 -3.354 -4.440 -2.318  0.00
N6 -2.762 -3.963 -1.079  0.02
C12 -2.382 -4.997 -0.151  0.00
H1 0.329 2.658 1.944  0.01
H2 0.368 1.050 1.180  0.08
H3 1.736 1.586 2.185  0.00
H4 0.449 2.610 4.590  0.00
H5 1.497 1.188 4.737  0.00
H6 -1.022 1.588 6.152  0.00
H7 -0.061 0.104 6.124  0.00
H8 -3.044 1.300 5.567  0.00
H9 -3.144 -0.458 5.750  0.00
H10 -3.571 0.315 4.214  0.00
H11 -3.671 -0.849 2.376  0.00
H12 -2.588 -1.717 3.500  0.00
H13 -3.225 -3.188 1.715  0.00
H14 -1.489 -2.781 1.557  0.00
H15 -3.356 -0.106 -1.770  0.00
H16 -5.044 -0.624 -1.989  0.00
H17 -3.920 -0.628 -3.364  0.00
H18 -2.903 -2.933 -3.825  0.00
H19 -4.647 -3.154 -3.547  0.00
H20 -2.643 -5.074 -2.853  0.00
H21 -4.257 -5.030 -2.107  0.00
H22 -1.847 -5.768 -0.711  0.00
H23 -3.258 -5.465 0.312  0.00
H24 -1.720 -4.626 0.623  0.00
O1 -0.960 -1.016 -2.084  0.15
C13 0.265 -0.795 -2.045  0.08
O2 0.764 -0.157 -1.074  0.19
C14 1.151 -1.275 -3.162  0.02
C15 2.554 -1.543 -2.656  0.01
Ge1 3.268 -0.166 -1.351  0.01
C16 5.229 -0.585 -1.775  0.00
C17 5.943 0.156 -2.697  0.00
C18 7.196 -0.264 -3.115  0.00
C19 7.742 -1.428 -2.608  0.00
C20 7.039 -2.165 -1.671  0.00
C21 5.787 -1.741 -1.257  0.00
C22 3.279 -0.506 0.622  0.01
C23 2.252 -1.151 1.294  0.00
C24 2.318 -1.366 2.660  0.00
C25 3.424 -0.942 3.374  0.00
C26 4.467 -0.313 2.714  0.00
C27 4.391 -0.096 1.349  0.00
C28 3.199 1.741 -1.909  0.00
C29 3.667 2.752 -1.080  0.00
C30 3.872 4.029 -1.576  0.00
C31 3.596 4.316 -2.902  0.00
C32 3.098 3.324 -3.730  0.00
C33 2.910 2.047 -3.231  0.00
H25 1.149 -0.487 -3.920  0.00
H26 0.702 -2.164 -3.614  0.00
H27 3.254 -1.596 -3.492  0.00
H28 2.586 -2.511 -2.153  0.00
H29 5.528 1.070 -3.097  0.00
H30 7.739 0.321 -3.842  0.00
H31 8.716 -1.760 -2.934  0.00
H32 7.457 -3.074 -1.262  0.00
H33 5.246 -2.316 -0.518  0.00
H34 1.385 -1.481 0.743  -0.01
H35 1.509 -1.879 3.160  0.00
H36 3.485 -1.116 4.438  0.00
H37 5.349 -0.009 3.256  0.00
H38 5.216 0.382 0.837  0.00
H39 3.888 2.533 -0.045  0.00
H40 4.271 4.798 -0.931  0.00
H41 3.776 5.306 -3.292  0.00
H42 2.882 3.537 -4.767  0.00
H43 2.551 1.270 -3.891  0.00
C34 -6.670 2.396 0.159  -0.01
C35 -6.069 1.156 0.407  0.02
C36 -4.708 1.019 0.348  0.09
C37 -3.872 2.109 0.026  -0.14
C38 -2.462 1.950 -0.118  0.49
C39 -1.712 3.068 -0.438  0.00
C40 -2.307 4.324 -0.616  -0.03
C41 -3.663 4.483 -0.483  0.09
C42 -4.482 3.378 -0.177  -0.01
C43 -5.887 3.487 -0.110  0.02
H44 -7.745 2.486 0.191  0.00
H45 -6.688 0.304 0.646  0.00
H46 -4.241 0.061 0.528  0.02
H47 -0.639 2.993 -0.570  0.05
H48 -1.688 5.167 -0.880  0.00
H49 -4.120 5.452 -0.628  0.00
H50 -6.337 4.452 -0.285  0.00

The calculation puts the lowest unoccupied orbital energy (spin up / spin down) at -1.8 / -4.7 eV. As for the multiplicity: 5. The charge is +1. For the orbital gap (spin up / spin down), the calculation gives 8.5 / 5.6 eV.

---

C43H50IrN6O2Te as an isolated structure. Source: the Open Molecules 2025 dataset; level of theory: ωB97M-V/def2-TZVPD.

Last column: Mulliken spin population.
Cartesian coordinates (Å):
Ir1 0.156 -0.113 -0.039  1.98
C1 0.536 2.498 -1.219  0.16
C2 1.646 2.192 -0.378  0.30
C3 2.192 0.971 -0.815  0.24
C4 1.375 0.457 -1.883  0.11
C5 0.334 1.409 -2.102  0.37
C6 -0.665 1.363 -3.208  -0.05
C7 1.776 -0.596 -2.872  -0.02
C8 3.507 0.408 -0.378  -0.01
C9 2.197 3.055 0.708  -0.03
C10 -0.257 3.752 -1.253  0.03
H1 -1.596 1.866 -2.939  0.00
H2 -0.894 0.345 -3.520  0.01
H3 -0.261 1.877 -4.088  0.01
H4 2.591 -1.215 -2.496  0.00
H5 2.119 -0.119 -3.795  0.01
H6 0.946 -1.246 -3.163  0.01
H7 4.318 0.854 -0.958  0.00
H8 3.556 -0.669 -0.527  0.01
H9 3.702 0.621 0.673  0.00
H10 2.677 2.461 1.487  0.00
H11 1.423 3.666 1.174  0.01
H12 2.956 3.733 0.309  0.01
H13 -1.322 3.544 -1.142  0.01
H14 -0.136 4.242 -2.225  0.02
H15 0.041 4.456 -0.478  0.00
C11 -6.823 0.552 2.225  -0.02
C12 -5.429 0.787 1.745  0.16
C13 -4.987 2.079 1.396  0.04
C14 -3.706 2.320 0.989  0.08
C15 -3.310 3.745 0.656  -0.01
O1 -3.819 4.234 -0.322  0.02
C16 -2.340 4.463 1.524  -0.01
C17 -2.068 5.798 1.236  0.00
C18 -1.163 6.502 2.011  0.00
C19 -0.528 5.873 3.080  0.00
C20 -0.805 4.544 3.376  0.00
C21 -1.712 3.840 2.597  0.01
C22 -2.782 1.218 0.821  0.19
O2 -1.624 1.419 0.368  0.45
C23 -3.248 -0.111 1.204  0.05
C24 -4.509 -0.297 1.666  0.10
C25 -2.222 -1.172 1.088  0.14
N1 -1.725 -1.475 -0.061  0.08
C26 -2.458 -1.156 -1.316  0.08
C27 -2.101 -2.214 -2.346  0.01
Te1 -2.991 -1.865 -4.264  0.00
C28 -1.129 -1.897 -5.247  0.00
C29 -0.716 -0.803 -6.001  0.00
C30 0.525 -0.819 -6.632  0.00
C31 1.362 -1.918 -6.499  0.00
C32 0.948 -3.015 -5.752  0.00
C33 -0.300 -3.012 -5.137  0.00
C34 -1.619 -1.748 2.312  -0.06
C35 -0.901 -2.942 2.209  0.00
C36 -0.308 -3.497 3.331  -0.01
C37 -0.428 -2.866 4.567  0.02
C38 -1.144 -1.680 4.678  -0.01
C39 -1.743 -1.125 3.554  0.04
H16 -7.448 1.435 2.107  0.00
H17 -6.813 0.278 3.286  0.03
H18 -7.280 -0.283 1.689  0.02
H19 -5.679 2.911 1.467  0.01
H20 -2.576 6.268 0.402  0.00
H21 -0.959 7.542 1.794  0.00
H22 0.175 6.425 3.689  0.00
H23 -0.328 4.067 4.222  0.00
H24 -1.939 2.806 2.843  0.01
H25 -4.832 -1.290 1.963  0.00
H26 -2.197 -0.163 -1.686  0.02
H27 -3.533 -1.152 -1.127  -0.01
H28 -2.387 -3.202 -1.991  0.00
H29 -1.025 -2.212 -2.533  0.00
H30 -1.361 0.063 -6.103  0.00
H31 0.835 0.030 -7.231  0.00
H32 2.327 -1.930 -6.995  0.00
H33 1.582 -3.891 -5.679  0.00
H34 -0.636 -3.890 -4.596  0.00
H35 -0.836 -3.429 1.245  0.00
H36 0.218 -4.442 3.253  0.00
H37 0.009 -3.317 5.450  0.00
H38 -1.255 -1.199 5.643  0.00
H39 -2.306 -0.202 3.648  0.01
C40 2.876 -2.102 4.528  0.00
N2 2.318 -0.976 3.776  0.01
C41 2.004 0.228 4.538  0.00
C42 1.958 -1.031 2.480  -0.01
N3 1.170 -0.168 1.918  0.19
N4 2.567 -2.049 1.752  0.01
C43 2.176 -2.617 0.549  0.01
N5 2.893 -3.719 0.224  0.01
N6 1.245 -2.106 -0.173  0.15
H40 3.945 -1.977 4.706  0.00
H41 2.691 -3.045 4.019  0.00
H42 2.371 -2.164 5.491  0.00
H43 2.606 0.231 5.443  0.00
H44 0.948 0.262 4.822  0.00
H45 2.260 1.121 3.965  0.00
H46 0.752 0.456 2.594  -0.01
H47 3.388 -2.444 2.175  0.00
H48 3.509 -4.173 0.875  0.00
H49 2.690 -4.211 -0.628  0.00
H50 1.025 -2.662 -0.991  0.00

The calculation puts the lowest unoccupied orbital energy (spin up / spin down) at -5.2 / -7.4 eV. As for the multiplicity: 6. For the energy relative to the best compared isomer or geometry (same formula, charge and spin), the calculation gives 30.2 kJ/mol. The charge is +2. For the orbital gap (spin up / spin down), the calculation gives 6.8 / 4.7 eV.

---

no.,maximum force (eV Å⁻¹)
1,1.97
2,0.62